1.
Entry from the OMol25 dataset: a 15-piece molecular cluster, C80H190O40 overall at a distorted geometry (wB97M-V/def2-TZVPD).

Last column: Löwdin charge in e.
Geometry (Å):
C: 17.285 22.348 15.195  -0.103
O: 16.659 21.231 14.608  -0.177
C: 16.424 20.216 15.561  -0.226
C: 15.813 18.936 14.924  -0.207
O: 14.582 19.115 14.262  -0.175
C: 13.567 19.635 15.147  -0.086
H: 18.244 22.110 15.676  0.076
H: 16.634 22.797 15.964  0.090
H: 17.458 23.066 14.405  0.076
H: 15.764 20.594 16.373  0.119
H: 17.364 19.875 16.025  0.117
H: 15.791 18.213 15.750  0.123
H: 16.452 18.558 14.126  0.109
H: 12.612 19.528 14.630  0.090
H: 13.697 20.689 15.472  0.091
H: 13.606 19.011 16.017  0.075
C: 22.794 25.248 9.461  -0.101
O: 22.795 24.666 10.741  -0.187
C: 23.581 25.407 11.651  -0.202
C: 23.672 24.718 12.991  -0.230
O: 22.444 24.756 13.637  -0.171
C: 22.530 24.076 14.841  -0.115
H: 22.749 26.333 9.549  0.086
H: 21.894 24.900 8.933  0.077
H: 23.670 24.964 8.875  0.088
H: 23.227 26.429 11.827  0.132
H: 24.630 25.410 11.287  0.133
H: 24.453 25.156 13.619  0.135
H: 23.941 23.665 12.762  0.105
H: 21.523 24.040 15.234  0.084
H: 23.213 24.555 15.559  0.088
H: 22.901 23.040 14.638  0.091
C: 28.540 13.711 13.911  -0.082
O: 27.278 14.365 13.796  -0.192
C: 26.305 13.526 13.215  -0.228
C: 25.004 14.225 12.980  -0.217
O: 24.446 14.916 14.060  -0.191
C: 23.660 14.111 14.945  -0.083
H: 29.248 14.467 14.257  0.094
H: 28.863 13.291 12.947  0.095
H: 28.468 12.915 14.660  0.061
H: 26.124 12.652 13.836  0.114
H: 26.737 13.209 12.279  0.122
H: 24.274 13.484 12.599  0.135
H: 25.222 14.969 12.200  0.128
H: 23.261 14.807 15.682  0.081
H: 24.233 13.317 15.449  0.084
H: 22.802 13.694 14.412  0.086
C: 21.058 24.878 19.018  -0.100
O: 21.918 25.761 18.360  -0.215
C: 21.301 26.817 17.652  -0.168
C: 20.853 27.921 18.657  -0.207
O: 19.611 27.519 19.209  -0.213
C: 19.261 28.381 20.309  -0.075
H: 20.307 24.531 18.321  0.072
H: 20.539 25.227 19.906  0.079
H: 21.672 24.010 19.222  0.068
H: 20.350 26.382 17.265  0.128
H: 21.990 27.184 16.844  0.139
H: 20.742 28.846 18.076  0.121
H: 21.636 28.060 19.438  0.131
H: 19.215 29.414 19.961  0.089
H: 20.046 28.310 21.070  0.090
H: 18.296 28.062 20.663  0.061
C: 19.265 14.673 14.983  -0.075
O: 20.508 15.355 15.093  -0.214
C: 21.032 15.867 13.868  -0.195
C: 20.327 17.096 13.304  -0.209
O: 20.365 18.102 14.288  -0.182
C: 19.592 19.231 13.918  -0.081
H: 19.307 14.042 14.104  0.085
H: 18.448 15.380 14.901  0.084
H: 19.199 14.043 15.879  0.086
H: 21.005 15.075 13.101  0.128
H: 22.072 16.153 13.975  0.096
H: 19.252 16.971 12.999  0.134
H: 20.884 17.415 12.379  0.127
H: 20.012 19.712 13.032  0.074
H: 19.652 19.937 14.762  0.091
H: 18.535 19.052 13.672  0.078
C: 24.896 26.737 19.997  -0.066
O: 25.871 25.954 19.247  -0.203
C: 25.314 25.396 18.077  -0.212
C: 26.453 24.563 17.457  -0.182
O: 26.000 23.844 16.318  -0.122
C: 27.066 23.142 15.753  -0.215
C: 26.711 22.292 14.554  -0.169
O: 26.508 23.115 13.382  -0.208
C: 26.369 22.388 12.143  -0.075
H: 25.451 27.004 20.898  0.085
H: 24.022 26.111 20.233  0.082
H: 24.623 27.638 19.429  0.087
H: 24.974 26.190 17.370  0.135
H: 24.436 24.749 18.236  0.108
H: 26.847 23.871 18.200  0.113
H: 27.194 25.313 17.227  0.125
H: 27.424 22.432 16.518  0.121
H: 27.887 23.795 15.404  0.141
H: 25.800 21.693 14.750  0.113
H: 27.564 21.624 14.364  0.118
H: 26.265 23.104 11.303  0.096
H: 25.426 21.836 12.238  0.063
H: 27.191 21.671 11.985  0.071
C: 20.517 21.718 17.706  -0.075
O: 21.638 21.584 18.581  -0.218
C: 22.868 21.997 18.034  -0.175
C: 23.553 20.912 17.189  -0.130
O: 22.789 20.590 16.010  -0.164
C: 23.402 19.592 15.155  -0.150
C: 23.599 18.162 15.659  -0.187
O: 24.493 17.991 16.731  -0.212
C: 25.894 18.211 16.424  -0.068
H: 19.648 21.399 18.293  0.086
H: 20.724 21.067 16.853  0.074
H: 20.460 22.745 17.379  0.056
H: 23.469 22.239 18.910  0.115
H: 22.708 22.929 17.470  0.108
H: 23.772 19.964 17.748  0.113
H: 24.528 21.158 16.752  0.114
H: 24.388 19.976 14.893  0.093
H: 22.716 19.579 14.300  0.108
H: 23.878 17.545 14.788  0.122
H: 22.636 17.814 16.039  0.119
H: 26.356 18.492 17.359  0.071
H: 25.986 19.069 15.773  0.068
H: 26.466 17.392 15.981  0.074
C: 28.219 17.864 13.254  -0.087
O: 29.451 18.507 13.600  -0.198
C: 29.788 19.577 12.739  -0.202
C: 30.844 20.349 13.488  -0.253
O: 31.957 19.588 13.616  -0.100
C: 33.012 20.245 14.271  -0.191
C: 34.289 19.408 14.170  -0.257
O: 34.773 19.357 12.892  -0.165
C: 35.829 18.435 12.690  -0.089
H: 28.306 17.289 12.311  0.096
H: 27.395 18.593 13.246  0.078
H: 28.099 17.138 14.075  0.079
H: 28.895 20.220 12.534  0.107
H: 30.123 19.205 11.767  0.132
H: 30.445 20.692 14.469  0.127
H: 31.032 21.241 12.845  0.140
H: 32.816 20.356 15.363  0.124
H: 33.280 21.223 13.848  0.134
H: 33.976 18.453 14.605  0.132
H: 34.999 19.895 14.852  0.128
H: 36.092 18.568 11.650  0.087
H: 35.573 17.393 12.881  0.089
H: 36.648 18.738 13.344  0.087
C: 26.053 15.181 17.639  -0.105
O: 26.478 14.635 18.837  -0.178
C: 25.554 13.759 19.427  -0.193
C: 25.471 12.420 18.738  -0.187
O: 26.619 11.576 18.938  -0.135
C: 26.603 10.597 17.859  -0.163
C: 27.353 11.051 16.583  -0.167
O: 28.812 11.241 16.683  -0.192
C: 29.114 12.488 17.277  -0.105
H: 26.907 15.739 17.290  0.086
H: 25.164 15.807 17.689  0.081
H: 25.825 14.355 16.958  0.071
H: 24.573 14.249 19.344  0.117
H: 25.786 13.592 20.486  0.133
H: 25.285 12.534 17.647  0.104
H: 24.618 11.853 19.125  0.121
H: 25.578 10.373 17.502  0.127
H: 27.068 9.708 18.199  0.112
H: 26.929 11.953 16.126  0.095
H: 27.122 10.246 15.886  0.120
H: 28.680 13.298 16.713  0.059
H: 30.208 12.548 17.293  0.098
H: 28.647 12.473 18.272  0.088
C: 29.710 19.511 17.105  -0.075
O: 29.423 20.881 17.495  -0.200
C: 30.650 21.510 17.836  -0.190
C: 30.323 22.966 18.332  -0.199
O: 29.735 22.954 19.601  -0.147
C: 29.276 24.283 20.056  -0.145
C: 30.347 25.194 20.574  -0.220
O: 30.878 26.005 19.537  -0.201
C: 32.060 26.706 19.950  -0.086
H: 29.882 18.934 18.019  0.091
H: 30.573 19.382 16.452  0.071
H: 28.816 19.140 16.578  0.080
H: 31.302 21.548 16.987  0.093
H: 31.184 21.015 18.686  0.139
H: 29.714 23.508 17.602  0.116
H: 31.273 23.535 18.422  0.125
H: 28.586 24.021 20.870  0.120
H: 28.720 24.740 19.251  0.104
H: 31.168 24.638 21.066  0.134
H: 29.847 25.813 21.347  0.132
H: 32.381 27.208 19.052  0.084
H: 32.788 25.971 20.296  0.085
H: 31.812 27.423 20.729  0.085
C: 18.926 23.912 9.547  -0.121
O: 18.378 22.872 10.284  -0.179
C: 18.733 22.774 11.648  -0.182
C: 20.196 22.736 12.077  -0.200
O: 20.906 21.706 11.461  -0.124
C: 22.193 21.464 11.978  -0.175
C: 22.546 20.037 11.555  -0.189
O: 23.923 19.785 11.806  -0.200
C: 24.292 18.507 11.344  -0.100
H: 18.382 23.918 8.614  0.086
H: 20.005 23.743 9.354  0.080
H: 18.789 24.889 10.036  0.095
H: 18.153 21.925 11.994  0.122
H: 18.359 23.733 12.068  0.126
H: 20.247 22.501 13.163  0.126
H: 20.690 23.708 11.957  0.114
H: 22.191 21.524 13.078  0.116
H: 22.938 22.144 11.572  0.112
H: 22.349 19.912 10.489  0.132
H: 21.889 19.336 12.087  0.093
H: 23.880 17.725 11.988  0.079
H: 25.379 18.434 11.395  0.082
H: 23.948 18.347 10.312  0.094
C: 17.022 21.452 20.687  -0.079
O: 17.323 22.829 20.880  -0.176
C: 17.048 23.541 19.741  -0.260
C: 16.970 24.996 20.011  -0.204
O: 15.803 25.308 20.771  -0.152
C: 15.725 26.715 21.084  -0.180
C: 14.307 26.970 21.546  -0.228
O: 13.385 27.035 20.508  -0.175
C: 12.924 25.769 20.015  -0.087
H: 17.390 20.967 21.583  0.082
H: 17.408 21.015 19.776  0.078
H: 15.915 21.343 20.756  0.102
H: 16.008 23.361 19.364  0.142
H: 17.826 23.354 19.000  0.122
H: 16.832 25.477 18.997  0.151
H: 17.887 25.362 20.459  0.102
H: 15.914 27.327 20.180  0.138
H: 16.408 26.951 21.904  0.107
H: 14.327 27.976 21.982  0.130
H: 13.948 26.235 22.280  0.135
H: 13.745 25.181 19.612  0.070
H: 12.222 25.971 19.203  0.086
H: 12.364 25.156 20.738  0.092
C: 23.938 11.458 22.102  -0.090
O: 23.358 12.513 21.363  -0.217
C: 21.990 12.440 21.272  -0.232
C: 21.388 13.617 20.470  -0.174
O: 21.919 13.709 19.153  -0.144
C: 21.074 14.448 18.232  -0.154
C: 21.434 15.933 18.259  -0.212
O: 21.172 16.587 19.491  -0.186
C: 21.400 17.958 19.348  -0.094
H: 23.929 10.495 21.583  0.090
H: 23.431 11.377 23.082  0.095
H: 24.977 11.787 22.227  0.095
H: 21.474 12.479 22.257  0.130
H: 21.752 11.444 20.848  0.130
H: 21.536 14.553 21.021  0.120
H: 20.302 13.450 20.386  0.124
H: 19.996 14.431 18.488  0.129
H: 21.284 14.025 17.234  0.114
H: 20.783 16.432 17.497  0.123
H: 22.486 16.092 17.951  0.117
H: 20.634 18.318 18.635  0.102
H: 22.386 18.197 18.940  0.080
H: 21.314 18.354 20.347  0.079
C: 18.955 25.769 23.126  -0.099
O: 19.407 24.883 24.123  -0.169
C: 19.056 23.545 23.957  -0.198
C: 19.835 22.831 22.884  -0.201
O: 21.206 22.673 23.196  -0.104
C: 22.002 22.156 22.167  -0.191
C: 21.575 20.849 21.463  -0.195
O: 21.210 19.805 22.349  -0.211
C: 22.190 19.404 23.291  -0.083
H: 17.918 25.642 22.820  0.072
H: 19.583 25.627 22.247  0.069
H: 19.178 26.772 23.464  0.089
H: 17.975 23.508 23.793  0.128
H: 19.316 23.066 24.914  0.140
H: 19.775 23.350 21.918  0.116
H: 19.275 21.898 22.788  0.117
H: 23.009 21.971 22.598  0.125
H: 22.094 22.922 21.406  0.109
H: 22.368 20.440 20.872  0.103
H: 20.670 21.076 20.870  0.119
H: 23.170 19.244 22.820  0.084
H: 21.804 18.582 23.879  0.088
H: 22.274 20.289 23.942  0.086
C: 25.890 22.344 21.144  -0.081
O: 25.252 21.173 20.604  -0.204
C: 26.229 20.143 20.478  -0.190
C: 25.658 18.767 20.083  -0.168
O: 25.013 18.139 21.194  -0.141
C: 24.782 16.769 20.968  -0.184
C: 24.478 16.086 22.299  -0.182
O: 25.575 16.010 23.178  -0.167
C: 25.675 17.045 24.105  -0.130
H: 26.232 22.176 22.178  0.096
H: 25.069 23.046 21.122  0.077
H: 26.731 22.626 20.500  0.071
H: 26.864 20.070 21.393  0.138
H: 26.890 20.377 19.618  0.123
H: 26.571 18.191 19.753  0.138
H: 24.954 18.821 19.237  0.104
H: 25.622 16.275 20.498  0.108
H: 23.890 16.650 20.320  0.127
H: 24.144 15.074 22.098  0.110
H: 23.667 16.658 22.783  0.119
H: 25.843 18.054 23.688  0.082
H: 26.530 16.792 24.757  0.091
H: 24.763 17.104 24.737  0.090

- Orbital gap: 9.272 eV
- Multiplicity: 1
- HOMO energy: -8.79 eV

2.
Entry from the OMol25 dataset: a 8-piece molecular cluster, C80H84FN3O4S overall at a distorted geometry (wB97M-V/def2-TZVPD).

Last column: Löwdin charge in e.
Geometry (Å):
C: 4.017 6.312 3.340  -0.092
C: 2.485 6.470 3.087  -0.148
C: 1.756 5.131 3.306  -0.253
F: 0.854 5.323 4.376  -0.025
C: 0.904 4.693 2.126  -0.042
C: 1.320 3.850 1.182  -0.049
C: 2.733 3.266 1.273  -0.105
C: 3.166 2.356 0.094  -0.178
C: 4.177 3.137 -0.781  -0.188
C: 5.614 3.057 -0.209  -0.213
C: 6.260 1.676 -0.383  -0.197
C: 7.789 1.715 -0.104  -0.257
C: 8.137 0.996 1.202  -0.471
S: 9.809 1.402 1.842  0.979
C: 10.511 -0.145 2.210  -0.697
N: 11.109 -0.901 1.373  0.032
N: 11.536 -2.046 1.974  0.059
C: 11.178 -1.932 3.215  -0.184
O: 10.542 -0.776 3.418  0.007
C: 0.336 3.511 0.095  -0.244
O: 0.630 3.341 -1.073  0.113
C: -1.120 3.436 0.535  -0.030
C: -2.029 2.518 0.020  -0.110
C: -1.604 1.491 -1.023  -0.035
C: -2.464 0.226 -0.938  -0.324
O: -2.125 -0.660 -0.185  0.091
C: -3.761 0.054 -1.743  -0.129
C: -4.554 1.108 -2.133  -0.063
C: -5.745 0.979 -2.814  -0.069
C: -6.171 -0.285 -3.130  -0.079
C: -5.386 -1.368 -2.794  -0.081
C: -4.201 -1.234 -2.120  -0.011
C: -3.314 2.556 0.531  0.016
C: -3.728 3.441 1.499  -0.182
C: -5.165 3.353 1.992  -0.129
C: -5.242 3.358 3.536  -0.176
C: -6.752 3.343 3.958  -0.161
C: -7.271 1.919 4.270  -0.131
N: -7.996 1.311 3.166  -0.115
C: -7.767 0.038 2.730  -0.126
C: -8.586 -0.255 1.685  -0.095
C: -9.395 0.917 1.458  -0.085
C: -8.980 1.817 2.387  -0.146
C: -2.817 4.349 2.009  0.042
C: -1.541 4.323 1.520  -0.077
C: -0.502 5.271 2.079  -0.250
O: -0.761 6.407 2.424  0.132
H: 4.305 5.279 3.571  0.062
H: 4.602 6.623 2.468  0.068
H: 4.338 6.916 4.195  0.069
H: 2.111 7.172 3.838  0.117
H: 2.289 6.915 2.109  0.117
H: 2.404 4.312 3.629  0.134
H: 3.475 4.052 1.456  0.106
H: 2.745 2.647 2.184  0.129
H: 3.723 1.517 0.536  0.075
H: 2.344 1.907 -0.463  0.097
H: 3.922 4.206 -0.763  0.111
H: 4.226 2.785 -1.818  0.113
H: 5.642 3.346 0.853  0.114
H: 6.230 3.791 -0.748  0.113
H: 6.148 1.339 -1.421  0.118
H: 5.851 0.929 0.310  0.094
H: 8.181 2.741 -0.048  0.101
H: 8.358 1.235 -0.912  0.105
H: 7.416 1.313 1.969  0.075
H: 8.064 -0.092 1.109  0.084
H: 11.388 -2.712 3.932  0.139
H: -0.546 1.248 -0.931  0.119
H: -1.755 1.934 -2.020  0.136
H: -4.219 2.113 -1.873  0.112
H: -6.303 1.881 -3.043  0.112
H: -7.123 -0.399 -3.643  0.108
H: -5.715 -2.367 -3.071  0.101
H: -3.654 -2.142 -1.889  0.103
H: -4.055 1.838 0.190  0.108
H: -5.607 2.411 1.649  0.119
H: -5.695 4.241 1.628  0.130
H: -4.826 4.278 3.958  0.102
H: -4.768 2.475 3.975  0.114
H: -7.305 3.695 3.078  0.092
H: -6.937 4.019 4.798  0.107
H: -7.918 1.965 5.157  0.121
H: -6.430 1.256 4.495  0.115
H: -7.049 -0.647 3.164  0.117
H: -8.639 -1.197 1.158  0.089
H: -10.177 1.086 0.732  0.092
H: -9.408 2.810 2.472  0.110
H: -3.100 5.065 2.775  0.131
C: -13.068 5.202 2.039  -0.099
C: -12.244 4.435 2.850  -0.102
C: -12.447 3.066 2.952  -0.106
C: -13.478 2.463 2.244  -0.094
C: -14.308 3.231 1.439  -0.097
C: -14.103 4.601 1.335  -0.099
H: -12.906 6.270 1.955  0.099
H: -11.440 4.906 3.405  0.098
H: -11.802 2.467 3.582  0.095
H: -13.635 1.395 2.321  0.102
H: -15.116 2.763 0.891  0.100
H: -14.749 5.199 0.705  0.099
C: -1.021 -3.150 -2.201  -0.098
C: -1.331 -4.487 -1.983  -0.093
C: -0.844 -5.468 -2.836  -0.099
C: -0.044 -5.116 -3.911  -0.101
C: 0.265 -3.782 -4.138  -0.087
C: -0.223 -2.801 -3.284  -0.095
H: -1.405 -2.389 -1.547  0.067
H: -1.957 -4.765 -1.144  0.104
H: -1.088 -6.509 -2.660  0.100
H: 0.340 -5.881 -4.572  0.090
H: 0.888 -3.506 -4.980  0.102
H: 0.022 -1.760 -3.461  0.102
C: -10.220 -3.160 -6.028  -0.097
C: -9.685 -2.244 -6.923  -0.097
C: -8.319 -1.997 -6.931  -0.097
C: -7.488 -2.664 -6.041  -0.106
C: -8.024 -3.574 -5.140  -0.103
C: -9.390 -3.824 -5.134  -0.096
H: -11.284 -3.357 -6.026  0.100
H: -10.333 -1.721 -7.615  0.100
H: -7.901 -1.284 -7.631  0.100
H: -6.421 -2.473 -6.049  0.101
H: -7.377 -4.091 -4.442  0.096
H: -9.808 -4.535 -4.433  0.100
C: 8.701 -1.923 -4.006  -0.101
C: 9.283 -1.990 -2.746  -0.097
C: 10.293 -1.103 -2.401  -0.097
C: 10.723 -0.152 -3.317  -0.096
C: 10.146 -0.090 -4.578  -0.101
C: 9.134 -0.974 -4.922  -0.102
H: 7.909 -2.609 -4.274  0.094
H: 8.949 -2.734 -2.034  0.099
H: 10.746 -1.153 -1.417  0.083
H: 11.509 0.542 -3.046  0.101
H: 10.486 0.649 -5.294  0.098
H: 8.682 -0.925 -5.906  0.098
C: 6.306 -4.128 4.837  -0.095
C: 6.894 -4.159 6.095  -0.093
C: 7.920 -3.277 6.405  -0.092
C: 8.363 -2.365 5.455  -0.097
C: 7.785 -2.345 4.193  -0.091
C: 6.754 -3.222 3.885  -0.091
H: 5.500 -4.811 4.598  0.100
H: 6.550 -4.871 6.835  0.101
H: 8.374 -3.297 7.388  0.101
H: 9.158 -1.672 5.698  0.099
H: 8.136 -1.638 3.452  0.085
H: 6.301 -3.199 2.902  0.092
C: 2.165 -3.538 0.134  -0.085
C: 2.656 -3.862 1.393  -0.090
C: 3.422 -2.945 2.098  -0.103
C: 3.703 -1.703 1.543  -0.096
C: 3.220 -1.382 0.280  -0.090
C: 2.450 -2.298 -0.424  -0.078
H: 1.562 -4.251 -0.413  0.097
H: 2.439 -4.832 1.824  0.101
H: 3.802 -3.196 3.081  0.087
H: 4.299 -0.985 2.095  0.096
H: 3.443 -0.415 -0.156  0.075
H: 2.071 -2.047 -1.407  0.094
C: 2.972 -7.052 -3.044  -0.101
C: 3.124 -7.130 -4.422  -0.107
C: 4.294 -6.681 -5.019  -0.096
C: 5.312 -6.150 -4.237  -0.097
C: 5.155 -6.066 -2.860  -0.094
C: 3.987 -6.518 -2.265  -0.094
H: 2.062 -7.408 -2.577  0.098
H: 2.329 -7.542 -5.033  0.097
H: 4.414 -6.745 -6.093  0.100
H: 6.227 -5.802 -4.701  0.098
H: 5.943 -5.648 -2.249  0.099
H: 3.867 -6.453 -1.190  0.098

- Orbital gap: 7.640 eV
- Multiplicity: 1
- HOMO energy: -8.34 eV

Which formula does entry 1 have? C80H190O40